(1)
44
Properties=species:S:1:pos:R:3:forces:R:3 method="wB97M-V/def2-TZVPD" de_lowest_kj_mol=1059.8 energy_ev=-54288.1155
Cl -6.053 -1.084 -1.987 0.458 -0.091 0.116
S 5.035 -3.449 -3.106 0.282 -0.051 -6.587
O 6.437 -3.102 -3.479 4.499 -1.542 5.499
O 4.608 -4.619 -3.874 -0.477 -3.160 2.945
N 0.596 -0.925 1.463 -0.762 0.750 0.961
N -1.523 0.064 0.849 1.405 -2.787 -0.690
N 3.882 -2.198 -3.037 -4.739 2.314 5.313
N -0.065 0.990 2.417 -0.237 0.766 1.970
N -2.127 2.037 1.961 2.201 0.021 2.789
N 4.941 -2.594 -4.510 2.262 2.523 -7.012
C -0.602 3.125 3.661 1.195 -1.010 -0.914
C 3.099 -1.997 -1.878 -2.734 1.188 0.164
C -2.299 1.040 1.122 -3.694 3.232 -1.228
C -0.417 0.046 1.560 1.328 -0.583 -1.018
C 1.312 -1.373 0.331 -1.086 -0.222 -0.573
C -4.150 0.164 -0.444 2.898 0.298 1.460
C 0.357 2.656 4.794 1.208 -1.172 0.717
C -5.507 2.534 -0.376 -2.527 -0.276 -1.883
C 1.781 -1.432 -2.056 -0.083 -0.580 1.999
C -0.961 1.922 2.707 -0.794 1.736 -1.715
C 0.838 -1.218 -0.981 3.036 0.011 -1.803
C 3.468 -2.230 -0.557 -1.703 0.261 -0.276
C 2.535 -1.992 0.500 2.498 -0.587 -0.422
C -4.343 2.439 0.284 2.960 0.024 2.410
C -5.324 0.237 -1.112 -2.217 1.599 -0.232
C -6.079 1.434 -1.067 0.505 0.414 -0.052
C -3.590 1.247 0.334 -1.656 -1.432 -1.688
H 1.169 -0.605 2.244 0.561 -0.786 -0.446
H -3.993 3.309 0.879 -0.128 -0.679 -0.584
H 5.618 -3.117 -5.100 -0.626 -0.339 -1.054
H 3.450 -2.054 -3.975 -0.543 0.103 2.425
H -0.100 -0.827 -1.319 -0.463 0.269 0.584
H 0.711 3.478 5.480 -0.728 -0.629 -0.776
H 1.473 -1.061 -3.016 -0.090 -0.346 -0.503
H -0.142 1.838 5.465 0.873 1.492 -1.294
H -1.545 3.475 4.088 0.188 0.263 -0.288
H -0.084 3.938 2.993 -1.160 -1.410 1.235
H 2.979 -2.350 1.441 -0.861 0.744 0.052
H 5.355 -1.706 -4.244 -0.086 0.295 -1.050
H -3.513 -0.714 -0.505 -0.325 -0.193 0.025
H -5.987 3.521 -0.407 -0.071 -0.600 0.043
H 1.357 2.200 4.388 -2.037 0.702 0.512
H -7.049 1.518 -1.616 1.035 -0.088 0.637
H 4.453 -2.565 -0.314 0.437 -0.442 0.231

---

(2)
40
Properties=species:S:1:pos:R:3:forces:R:3 method="wB97M-V/def2-TZVPD" de_lowest_kj_mol=135.7 energy_ev=-38532.8192
S -1.162 -0.503 1.954 0.108 -0.637 0.089
F 2.390 1.511 1.074 -0.149 -0.041 -0.210
O -1.593 -1.559 -1.039 -0.210 0.138 0.036
O -1.530 4.459 1.617 -0.003 -0.028 -0.025
N 1.924 -0.134 -1.156 0.327 0.158 -0.099
N 0.547 -2.272 -0.918 0.032 -0.212 -0.154
C 1.777 -0.809 -2.426 -0.004 0.025 -0.034
C 0.764 -1.980 -2.321 -0.254 -0.022 -0.218
C -0.641 -1.901 -0.363 -0.084 -0.258 -0.181
C -0.846 -2.652 3.314 -0.032 0.071 0.162
C 1.788 -2.395 -0.193 0.229 0.011 0.191
C -0.727 -1.952 1.115 -0.265 0.335 0.435
C 1.012 0.827 -0.764 -0.122 0.308 0.060
C -1.774 3.834 0.606 -0.310 0.156 -0.085
C -0.606 -3.009 1.970 0.001 0.175 -0.317
C 1.238 1.639 0.362 -0.059 0.178 0.141
C -1.145 -1.335 3.455 -0.037 0.280 -0.292
C -0.155 1.115 -1.487 0.207 -0.139 0.011
C -3.052 4.052 -0.169 -0.021 0.207 0.253
C 0.347 2.592 0.784 -0.030 -0.083 -0.122
C 2.518 -1.020 -0.176 0.127 -0.193 0.221
C -0.838 2.819 0.080 0.555 -0.365 -0.043
C -1.055 2.073 -1.076 -0.080 0.311 0.275
H -1.358 -0.795 4.356 -0.039 0.080 0.228
H 3.578 -1.153 -0.416 -0.035 -0.010 0.086
H -0.375 -4.010 1.648 0.065 -0.157 -0.101
H 0.564 3.179 1.663 0.045 0.036 0.092
H 2.394 -3.147 -0.707 -0.037 0.001 0.067
H 1.150 -2.873 -2.822 -0.017 0.061 -0.011
H -0.206 -1.724 -2.749 0.175 -0.058 -0.003
H 2.767 -1.195 -2.689 -0.058 0.059 -0.040
H 2.447 -0.588 0.817 0.021 0.005 -0.100
H 1.481 -0.094 -3.193 0.047 -0.067 -0.024
H -3.649 4.809 0.332 0.021 -0.004 0.013
H -0.389 0.550 -2.372 -0.003 -0.140 -0.051
H -3.616 3.124 -0.224 -0.065 -0.090 -0.084
H -0.796 -3.347 4.133 -0.013 -0.087 0.167
H 1.601 -2.736 0.823 0.104 -0.004 -0.147
H -1.947 2.217 -1.664 -0.121 0.021 -0.057
H -2.825 4.384 -1.180 -0.017 -0.024 -0.130

---

(3)
49
Properties=species:S:1:pos:R:3:forces:R:3 method="wB97M-V/def2-TZVPD" de_lowest_kj_mol=0.0 multiplicity=6 energy_ev=-148018.7117 total_charge=+1
Se 3.245 1.818 1.532 -0.022 0.012 -0.036
Fe 0.425 1.589 -0.561 -0.102 0.109 -0.318
S -0.776 3.578 -0.018 0.056 0.133 -0.032
O 1.441 2.268 -2.317 0.123 0.103 0.110
O 3.093 3.679 -2.235 0.033 0.055 -0.034
O 2.050 3.056 -0.433 0.066 -0.110 -0.068
N 3.839 0.618 2.652 -0.024 0.000 -0.024
N 0.639 -0.237 -1.802 -0.073 -0.317 0.360
N -2.101 2.614 -2.201 -0.006 -0.067 0.130
N 2.248 3.039 -1.702 -0.128 -0.024 0.057
N 1.909 0.748 0.945 0.034 -0.071 -0.102
N -2.609 -0.697 1.570 -0.045 0.015 0.026
N -2.727 4.644 -1.417 -0.046 -0.016 -0.026
N -0.994 0.521 0.717 -0.006 0.040 0.117
N -1.238 1.597 -2.023 -0.116 -0.109 -0.041
C -3.724 -1.632 1.654 0.019 0.015 0.006
C 0.558 -2.619 -3.209 0.008 -0.007 0.007
C 1.185 -1.564 1.450 -0.021 -0.013 -0.078
C 1.624 -1.128 -1.691 0.068 0.058 -0.115
C 1.454 -2.668 2.191 -0.003 0.016 0.010
C -1.375 0.565 -2.771 0.210 -0.002 0.012
C -1.933 3.573 -1.314 0.005 -0.063 0.076
C 3.348 -1.659 3.308 -0.032 -0.039 0.006
C 2.020 -0.412 1.595 -0.125 0.016 0.160
C 2.537 -2.726 3.127 0.022 0.041 -0.015
C 3.103 -0.473 2.547 0.080 -0.025 0.021
C -0.380 -0.499 -2.638 -0.053 0.152 -0.017
C -0.456 -1.686 -3.353 0.032 0.076 -0.042
C 1.625 -2.333 -2.373 0.003 0.036 -0.042
C -2.048 0.001 2.612 0.005 -0.018 0.008
C -1.951 -0.350 0.455 0.031 0.061 -0.103
C -1.053 0.751 2.074 -0.003 0.015 -0.067
H 0.827 -3.544 2.078 -0.002 0.004 -0.008
H -4.464 -1.392 0.893 -0.001 -0.013 -0.005
H 0.524 -3.551 -3.758 -0.002 0.001 -0.001
H -0.400 1.454 2.564 0.021 -0.019 -0.006
H -2.410 -0.091 3.620 0.004 -0.002 -0.003
H 4.176 -1.667 4.002 -0.004 0.010 0.002
H -3.376 -2.654 1.523 -0.007 -0.003 0.004
H -3.371 4.699 -2.189 0.006 0.007 0.001
H -1.285 -1.854 -4.027 -0.011 -0.013 0.014
H -2.210 -0.732 -0.519 0.036 -0.001 0.016
H 2.452 -3.017 -2.254 -0.006 -0.004 0.001
H -4.184 -1.534 2.632 -0.009 -0.002 -0.001
H 0.357 -1.553 0.757 0.047 0.000 -0.006
H 2.699 -3.637 3.686 0.000 0.002 0.001
H -2.166 0.512 -3.510 -0.013 0.000 0.001
H -2.600 5.436 -0.815 0.000 -0.006 0.000
H 2.453 -0.851 -1.053 -0.050 -0.034 0.044